1.
Below is the molecule C3H3N5O in a non-equilibrium geometry, with properties calculated with ωB97M-V with the def2-TZVPD basis set.

Geometry as XYZ:
```
12
Properties=species:S:1:pos:R:3:lowdin_charge:R:1
N 4.665 0.659 -0.590 0.1417
C 3.755 0.198 -0.063 -0.3225
N 2.683 -0.056 0.666 0.1359
C 1.536 -0.327 0.417 -0.1359
N 0.328 -0.223 0.363 0.0993
N -0.769 -0.962 0.092 0.0276
C -2.051 -0.343 -0.123 -0.5730
N -2.135 1.028 0.010 0.1452
O -2.979 -1.102 -0.281 0.0590
H -0.821 -2.044 0.138 0.2026
H -1.355 1.782 -0.095 0.1517
H -2.857 1.389 -0.534 0.0685
```

Properties
- SMILES = N#CN=C=NNC(N)=O
- E_LUMO (Eh) = -0.010
- HOMO (Eh) = -0.35402
- HOMO-LUMO gap (Ha) = 0.3438
- energy relative to the best compared isomer or geometry (same formula, charge and spin) (kcal/mol) = 25.6

2.
Below is the molecule C4H9NO, with properties calculated with ωB97M-V with the def2-TZVPD basis set.

Geometry as XYZ:
```
15
Properties=species:S:1:pos:R:3:lowdin_charge:R:1
C -1.446 0.122 0.916 -0.0715
C -0.236 -0.361 0.126 -0.4515
C -0.541 -0.515 -1.363 -0.0678
N 0.821 0.653 0.221 0.0048
C 2.165 0.265 0.235 -0.3304
O 2.587 -0.773 0.680 0.0546
H -2.308 -0.535 0.766 0.0804
H -1.732 1.129 0.585 0.0821
H -1.224 0.157 1.989 0.0798
H 0.108 -1.321 0.531 0.1335
H 0.380 -0.764 -1.902 0.0775
H -0.916 0.436 -1.758 0.0809
H -1.282 -1.297 -1.558 0.0778
H 0.673 1.334 0.957 0.1228
H 2.840 1.017 -0.217 0.1271
```

Properties
- SMILES = CC(C)NC=O
- E_LUMO (Eh) = 0.037
- HOMO (Eh) = -0.35798
- HOMO-LUMO gap (Ha) = 0.3950
- energy relative to the best compared isomer or geometry (same formula, charge and spin) (kcal/mol) = 22.8

3.
Below is a structure of composition C43H25F4N10S7Sc in a non-equilibrium geometry, with properties calculated with ωB97M-V with the def2-TZVPD basis set.

Geometry as XYZ:
```
90
Properties=species:S:1:pos:R:3:lowdin_charge:R:1
Sc -0.103 -0.154 0.555 0.8751
C 1.848 1.259 -1.554 -0.1410
C 0.982 2.482 -1.243 -0.0822
C -0.502 2.294 -1.423 -0.2562
C -1.226 3.261 -2.104 -0.0242
C -2.601 3.146 -2.213 -0.0118
C -3.218 2.032 -1.661 -0.0109
C -2.435 1.098 -1.016 -0.1231
N -1.104 1.219 -0.875 0.0177
N 1.937 0.326 -0.402 -0.2255
C 2.486 -0.966 -0.870 -0.1044
C 1.429 -1.787 -1.567 -0.2697
C 1.709 -2.500 -2.718 -0.0137
C 0.697 -3.230 -3.325 -0.0433
C -0.547 -3.259 -2.719 -0.0505
C -0.738 -2.549 -1.549 -0.1320
N 0.218 -1.803 -0.981 0.0263
C 2.823 0.861 0.642 -0.1018
C 2.655 0.114 1.942 -0.2492
C 3.585 0.266 2.957 0.0076
C 3.395 -0.408 4.150 -0.0204
C 2.277 -1.219 4.284 -0.0244
C 1.393 -1.312 3.229 -0.0994
N 1.570 -0.660 2.073 0.0170
H 2.854 1.596 -1.829 0.1446
H 1.423 0.724 -2.401 0.0532
H 1.299 3.305 -1.882 0.1418
H 1.170 2.796 -0.215 0.0908
H -0.709 4.101 -2.547 0.1289
H -3.172 3.910 -2.727 0.1385
H -4.289 1.901 -1.718 0.1267
H -2.886 0.202 -0.596 0.0537
H 2.834 -1.536 -0.005 0.1381
H 3.340 -0.805 -1.536 0.1437
H 2.705 -2.475 -3.139 0.1270
H 0.873 -3.744 -4.259 0.1250
H -1.371 -3.803 -3.157 0.1207
H -1.693 -2.588 -1.039 0.0312
H 2.590 1.911 0.832 0.1400
H 3.871 0.818 0.322 0.1493
H 4.442 0.909 2.809 0.1290
H 4.098 -0.292 4.963 0.1208
H 2.089 -1.762 5.199 0.1177
H 0.500 -1.921 3.301 0.0868
S -3.895 -2.078 0.153 0.6398
C -4.401 -1.240 1.600 -0.6803
C -5.662 -0.847 2.004 -0.0230
C -5.783 -0.199 3.231 -0.1927
C -7.080 0.158 3.715 -0.1728
N -8.130 0.393 4.116 0.1848
C -4.655 0.071 4.022 -0.2015
C -3.387 -0.347 3.617 -0.0363
C -3.280 -1.004 2.413 -0.6464
S -1.894 -1.804 1.671 0.6045
C -4.791 0.772 5.258 -0.1819
N -4.870 1.353 6.247 0.1829
H -6.537 -1.040 1.401 0.1268
H -2.530 -0.163 4.250 0.1268
C -3.951 -1.232 -3.511 -0.3744
S -3.308 -1.408 -5.206 0.8264
C -2.705 0.219 -5.475 -0.9747
C -1.509 0.715 -4.986 -1.1086
S -0.454 -0.085 -3.963 0.7716
S -1.129 2.354 -5.519 0.9193
C -2.579 2.641 -6.442 -1.4721
S -2.907 4.060 -7.165 0.6637
S -3.646 1.264 -6.485 0.9644
H -4.376 -2.198 -3.247 0.0367
H -4.724 -0.469 -3.489 0.0476
H -3.132 -0.983 -2.841 -0.0116
F 0.555 3.720 1.572 0.0602
C -0.310 4.448 0.814 -0.1791
C 0.233 5.334 -0.082 -0.1795
F 1.577 5.400 -0.134 0.0856
C -0.554 6.105 -0.962 -0.0894
C -1.944 5.946 -0.754 -0.1750
C -2.474 5.049 0.147 -0.1821
F -3.806 4.905 0.182 0.1061
C -1.679 4.222 0.946 -0.0704
C -2.206 3.103 1.726 -0.1636
C -1.374 2.071 1.998 -0.1584
N -0.655 1.132 2.063 0.0604
C -3.579 2.877 1.994 -0.1883
N -4.679 2.615 2.222 0.1969
F -2.807 6.645 -1.501 0.1037
C 0.000 6.911 -1.998 -0.2211
C -0.781 7.686 -2.888 -0.2600
N -1.359 8.334 -3.650 0.1216
C 1.389 6.978 -2.253 -0.2667
N 2.515 7.018 -2.514 0.1125
```

Properties
- E_LUMO (spin up / spin down) (Eh) = -0.070 / -0.131
- HOMO (spin up / spin down) (Eh) = -0.22794 / -0.22793
- HOMO-LUMO gap (spin up / spin down) (Ha) = 0.1581 / 0.0966
- energy relative to the best compared isomer or geometry (same formula, charge and spin) (kcal/mol) = 49.6